[1]
The following is a quantum chemistry calculation of a molecular structure, C38H62Br12O20S2, from OMol25.

Values from the calculation:
gap between HOMO and LUMO (alpha / beta)	0.0926 / 0.2620	hartree

Geometry as ORCA input:
```
! wB97M-V def2-TZVPD RIJCOSX def2/J DEFGRID3
* xyz -1 2
O -6.04 -1.45 -4.21
C -6.03 -0.56 -3.34
O -5.00 -0.32 -2.53
C -5.22 0.77 -1.61
C -6.71 0.99 -1.76
C -7.15 0.41 -3.11
H -4.67 1.62 -2.00
H -4.91 0.55 -0.59
H -6.92 2.06 -1.69
H -7.31 0.55 -0.97
H -7.12 1.23 -3.83
H -8.14 0.02 -2.88
O -1.38 -5.17 -2.04
C -0.65 -5.75 -1.17
O -0.53 -7.06 -1.26
C 0.27 -7.55 -0.22
C 1.06 -6.36 0.30
C 0.12 -5.25 0.09
H 0.91 -8.31 -0.68
H -0.25 -8.00 0.63
H 2.03 -6.35 -0.19
H 1.21 -6.59 1.36
H 0.57 -4.26 0.04
H -0.63 -5.32 0.88
O 7.65 3.95 -0.35
C 6.72 3.19 -0.64
O 6.61 2.01 0.03
C 5.40 1.33 -0.20
C 4.94 1.95 -1.57
C 5.53 3.35 -1.52
H 4.74 1.63 0.62
H 5.39 0.24 -0.25
H 3.86 1.95 -1.68
H 5.42 1.38 -2.36
H 4.84 4.07 -1.09
H 5.71 3.60 -2.57
O 2.31 -5.32 -5.41
C 2.33 -4.38 -4.61
O 3.39 -4.34 -3.80
C 3.24 -3.47 -2.69
C 1.82 -2.98 -2.86
C 1.31 -3.31 -4.20
H 3.94 -2.68 -2.96
H 3.50 -4.05 -1.81
H 1.57 -1.95 -2.61
H 1.30 -3.60 -2.13
H 1.30 -2.43 -4.85
H 0.29 -3.71 -4.24
O -2.76 3.80 6.05
C -1.96 3.54 5.15
O -1.70 4.48 4.21
C -1.04 3.91 3.10
C -0.80 2.43 3.44
C -1.43 2.26 4.85
H -0.07 4.40 3.00
H -1.71 3.93 2.24
H 0.27 2.24 3.53
H -1.22 1.62 2.84
H -0.72 2.13 5.66
H -2.18 1.47 4.90
O -6.71 -6.49 -0.65
C -6.11 -5.50 -1.10
O -5.38 -5.64 -2.22
C -4.65 -4.42 -2.52
C -4.63 -3.68 -1.17
C -5.99 -4.09 -0.60
H -5.11 -3.73 -3.23
H -3.68 -4.70 -2.94
H -4.65 -2.61 -1.35
H -3.80 -3.97 -0.52
H -6.79 -3.44 -0.95
H -5.90 -4.12 0.49
O -0.25 2.97 0.41
C 0.24 3.40 -0.63
O 0.64 4.65 -0.78
C 0.93 5.00 -2.13
C 0.99 3.66 -2.88
C 0.35 2.68 -1.94
H 1.84 5.58 -2.24
H 0.10 5.59 -2.52
H 2.00 3.46 -3.22
H 0.34 3.74 -3.75
H 1.02 1.84 -1.78
H -0.62 2.31 -2.30
O 1.55 -2.11 1.43
S 1.57 -0.97 0.50
O 2.57 -0.89 -0.57
O 0.05 -0.71 -0.12
C -1.03 -1.32 0.57
C -2.26 -0.55 0.04
C 1.74 0.50 1.57
H -0.78 -1.39 1.63
H -1.13 -2.39 0.36
H -2.11 0.53 0.04
H -3.15 -0.83 0.60
H -2.34 -0.74 -1.03
H 2.08 1.34 0.98
H 2.47 0.19 2.32
H 0.78 0.50 2.08
O 3.42 2.23 4.20
S 4.10 3.14 3.28
O 3.67 3.27 1.89
O 4.14 4.71 3.88
C 4.52 4.87 5.19
C 3.24 4.92 5.92
C 5.86 2.79 3.26
H 5.13 5.78 5.15
H 5.12 4.04 5.56
H 2.50 4.22 5.54
H 2.87 5.93 5.72
H 3.29 4.89 7.01
H 6.00 1.93 2.61
H 6.13 2.59 4.29
H 6.42 3.64 2.87
C -3.17 4.59 -0.49
Br -4.68 5.85 -0.09
Br -2.85 4.27 -2.43
Br -3.64 2.98 0.51
H -2.29 5.00 0.01
C -1.46 -1.16 -5.66
Br -1.18 -1.26 -3.73
Br -0.67 0.56 -6.28
Br -3.38 -1.04 -6.13
H -0.87 -1.96 -6.11
C -4.40 -1.09 3.67
Br -2.57 -1.52 4.12
Br -5.15 -2.02 2.04
Br -4.74 0.81 3.49
H -5.05 -1.43 4.48
C 6.13 -1.70 2.44
Br 4.80 -0.84 3.69
Br 7.62 -0.46 1.97
Br 5.09 -2.19 0.86
H 6.52 -2.58 2.95
*
```

---

[2]
The following is a quantum chemistry calculation of 12 unconnected molecules or ions with the total composition C38H63N12O11, from OMol25.

Values from the calculation:
gap between HOMO and LUMO	0.1596	hartree
relative energy (zero: lowest compared OMol25 entry of this formula, charge and spin)	375.15	kJ/mol

Geometry as ORCA input:
```
! wB97M-V def2-TZVPD RIJCOSX def2/J DEFGRID3
* xyz 1 1
C -0.93 -0.22 -1.89
C -0.85 -0.59 -0.39
C 0.03 -1.86 -0.08
C 1.60 -1.75 -0.11
C 1.85 -0.61 0.86
C 1.07 0.70 0.67
N -0.38 0.56 0.40
O -1.12 1.53 0.65
C 1.74 1.54 -0.56
C 1.30 1.57 1.93
C -2.29 -0.95 0.18
H -0.06 -0.22 -2.52
H -1.70 0.59 -2.04
H -1.26 -0.88 -2.67
H -0.19 -2.56 -0.93
H -0.30 -2.21 0.93
H 2.08 -1.44 -1.00
H 2.05 -2.52 0.33
H 2.84 -0.34 1.04
H 1.53 -1.05 1.78
H 2.12 1.05 -1.32
H 2.41 2.27 -0.32
H 1.12 2.28 -1.09
H 0.72 2.54 2.13
H 2.36 1.83 2.01
H 0.64 0.93 2.49
H -2.24 -1.04 1.31
H -2.97 -1.66 -0.36
H -2.57 0.03 0.12
N -1.81 3.71 -2.18
C -1.05 4.25 -1.07
C -2.03 4.27 0.10
C -3.44 4.02 -0.53
C -3.09 3.46 -1.90
H -1.44 3.48 -3.17
H 0.04 4.34 -1.12
H -1.88 4.72 0.97
H -4.35 3.94 -0.04
H -3.84 3.07 -2.61
N -3.65 -6.97 0.22
C -3.35 -6.74 -1.07
C -2.46 -5.47 -1.18
C -2.19 -5.20 0.17
C -3.07 -6.11 1.10
H -4.07 -7.88 0.44
H -3.69 -7.47 -1.82
H -1.97 -5.06 -1.99
H -1.68 -4.24 0.52
H -3.26 -6.20 2.20
N -1.14 4.05 -5.35
C -1.66 2.74 -5.31
C -0.61 1.81 -4.56
C 0.55 2.86 -4.24
C 0.12 4.18 -4.65
H -1.64 4.87 -5.96
H -2.56 2.49 -5.68
H -0.62 0.83 -4.48
H 1.60 2.51 -3.94
H 0.70 5.07 -4.49
N -5.27 -1.52 -2.12
C -4.86 -0.29 -2.68
C -3.95 -0.73 -3.85
C -4.08 -2.23 -3.95
C -4.71 -2.57 -2.61
H -5.64 -1.60 -1.21
H -5.11 0.74 -2.29
H -3.26 -0.19 -4.57
H -3.80 -3.06 -4.59
H -4.70 -3.72 -2.22
N -0.87 7.24 4.51
C -0.53 5.90 4.24
C 0.10 5.76 2.88
C -0.04 7.18 2.33
C -0.58 8.13 3.43
H -1.23 7.71 5.45
H -0.64 5.11 5.05
H 0.40 4.94 2.23
H 0.37 7.70 1.44
H -0.81 9.16 3.47
N 4.05 -2.95 3.55
C 3.00 -3.82 3.90
C 1.92 -2.98 4.53
C 2.39 -1.51 4.50
C 3.84 -1.68 3.77
H 4.80 -3.36 3.07
H 3.12 -4.78 3.94
H 1.01 -3.38 4.94
H 1.95 -0.76 5.19
H 4.43 -0.70 3.51
C 0.59 -3.41 -5.03
N 1.56 -3.75 -3.87
O 1.43 -3.18 -2.88
O 2.54 -4.47 -4.11
H 0.38 -2.40 -5.47
H -0.36 -4.00 -4.98
H 0.99 -4.00 -5.84
C 2.36 -6.92 -1.16
N 1.55 -6.37 -0.09
O 1.73 -5.23 0.25
O 0.58 -7.06 0.33
H 1.86 -6.82 -2.23
H 2.54 -7.86 -0.82
H 3.44 -6.22 -1.32
C -3.01 -2.30 5.51
N -2.30 -2.18 4.24
O -2.33 -3.11 3.45
O -1.94 -1.05 3.95
H -2.81 -1.50 6.23
H -2.56 -3.26 5.85
H -3.93 -2.71 5.07
C 3.44 5.47 2.71
N 3.18 4.86 1.44
O 2.07 4.86 1.08
O 4.10 4.64 0.69
H 3.50 6.40 2.59
H 4.44 5.25 2.87
H 2.59 5.08 3.41
C 6.17 2.33 -0.30
N 5.90 2.27 1.12
O 4.82 1.67 1.43
O 6.53 3.05 1.99
H 5.32 2.04 -0.88
H 6.98 1.73 -0.46
H 6.32 3.50 -0.53
*
```

---

| no. | E_tot (eV) | maximum force (eV/A) |
| --- | --- | --- |
| 1 | -943539.2579 | 5.5 |
| 2 | -80787.3911 | 12.0 |